201
Properties=species:S:1:pos:R:3:lowdin_spin:R:1 method="wB97M-V/def2-TZVPD" multiplicity=2 fmax_ev_per_a=3.203 molar_mass_g_mol=1072.61 gap_ev="1.452 / 9.003" energy_ha=-3527.18748 total_charge=-1
O 17.6246 20.7334 -18.3141 0.016
O 25.2841 23.7100 -10.4002 0.000
O 29.4865 25.9727 -13.6881 0.001
O 17.4146 28.8628 -13.2718 0.011
O 23.7978 19.7396 -14.0559 0.000
O 22.3554 22.4415 -19.9645 0.017
O 20.8380 18.1258 -19.8203 0.000
O 14.2607 24.0995 -14.1179 0.029
O 15.1884 26.5260 -9.2626 0.017
O 18.3611 17.9236 -14.0126 0.000
O 18.1877 22.8388 -13.3037 0.002
O 23.2706 27.1315 -10.4710 0.004
O 23.2911 23.5038 -15.0344 0.002
O 17.6933 26.3616 -16.5144 0.148
O 21.1369 22.7383 -7.7458 0.000
N 22.3062 18.4645 -16.4389 0.000
N 28.2302 21.5105 -9.8491 0.000
N 13.3461 20.8558 -12.4462 0.001
N 17.4316 23.4954 -15.9336 0.006
N 24.3866 22.8919 -17.7479 0.001
N 18.2031 20.5573 -11.3847 0.000
N 26.5298 27.4391 -12.3457 0.001
N 14.0736 29.5695 -14.7979 0.019
N 22.8143 24.4940 -6.3945 0.000
C 24.6601 23.5486 -15.3317 0.001
C 22.3706 19.8761 -16.0138 0.000
C 16.0772 28.5807 -13.8267 0.016
C 16.3766 19.2051 -12.2243 0.001
C 24.0591 23.5087 -11.0784 0.000
C 18.0190 27.7328 -12.6060 0.012
C 16.7361 19.7128 -18.8486 0.011
C 23.8078 22.4009 -20.0976 0.002
C 24.5622 23.3243 -19.1546 0.007
C 22.5070 19.9378 -14.4973 0.000
C 15.4205 29.8789 -14.3504 0.030
C 21.0194 24.1022 -8.0801 0.000
C 28.5692 27.0580 -13.6091 0.004
C 15.1412 25.1805 -13.8468 0.021
C 19.1476 17.6388 -15.1828 0.000
C 22.1916 18.1222 -17.8780 0.000
C 25.2348 26.8469 -11.9074 0.005
C 18.5493 19.2624 -13.4777 0.000
C 23.9952 19.9796 -12.6607 0.000
C 21.4695 24.8750 -6.8441 0.000
C 21.7298 21.5767 -20.8900 0.005
C 18.0551 22.6322 -16.9387 0.013
C 19.9760 26.8125 -15.8606 0.066
C 17.8620 19.3211 -12.0959 0.000
C 15.4120 31.0242 -13.3135 0.014
C 17.1347 25.0295 -9.3490 0.009
C 18.6312 27.3269 -16.1776 0.066
C 21.6674 26.3856 -7.1112 0.002
C 17.3159 21.3288 -17.0884 0.007
C 11.9336 22.4217 -13.4025 0.011
C 27.4601 22.7534 -9.8812 0.000
C 22.5837 24.8044 -15.1476 0.011
C 24.3437 27.8942 -11.1106 0.008
C 27.2257 26.4489 -13.1617 0.004
C 20.8922 18.6286 -18.4979 0.000
C 26.0813 22.5351 -10.4983 0.000
C 30.7900 26.3771 -14.0029 0.001
C 28.2442 23.9523 -10.4166 0.000
C 13.3176 21.9117 -13.4522 0.005
C 24.9413 23.8904 -16.8179 0.008
C 20.1652 23.3996 -12.1064 0.001
C 20.9876 21.9395 -8.8909 0.000
C 14.2592 23.0565 -13.1332 0.005
C 15.7644 25.4041 -9.8552 0.015
C 22.1293 26.9929 -11.2940 0.008
C 19.0453 23.9465 -12.9946 0.003
C 19.5270 18.2384 -20.3675 0.002
C 19.5703 22.5639 -16.7192 0.005
H 18.8944 16.6242 -15.4903 0.000
H 24.1389 23.3948 -12.1596 0.000
H 17.7977 24.4234 -16.0913 0.003
H 28.3103 23.8558 -11.5003 0.000
H 20.0089 24.4144 -8.3434 0.000
H 23.5192 22.7076 -10.5736 0.000
H 30.9931 26.7413 -15.0100 0.000
H 15.2087 25.7804 -14.7544 0.015
H 18.4355 24.6770 -12.4631 0.001
H 22.8004 23.5537 -6.7629 0.000
H 17.0562 25.2791 -8.2908 0.002
H 15.7349 25.4368 -10.9443 0.001
H 27.4028 25.5807 -12.5269 0.000
H 17.5806 20.6450 -16.2819 0.000
H 22.7304 25.4067 -16.0442 0.009
H 27.6261 20.7943 -9.4720 0.000
H 16.0074 18.2858 -12.6791 0.000
H 18.2717 21.2818 -12.0850 0.000
H 14.0376 23.5046 -12.1646 0.002
H 16.2427 27.8231 -14.5928 0.009
H 14.7242 30.8464 -12.4868 0.003
H 28.9373 27.7126 -12.8191 0.000
H 19.4294 24.3067 -13.9490 0.002
H 31.1562 27.1948 -13.3820 0.000
H 21.6075 27.9410 -11.4244 0.006
H 24.4749 24.8454 -17.0599 0.007
H 16.4386 23.5266 -16.1153 0.012
H 20.0855 25.9254 -16.4844 0.009
H 19.6283 19.4038 -13.4144 0.000
H 18.2358 27.8538 -15.3093 0.003
H 27.0819 27.7025 -11.5420 0.000
H 13.6039 30.4589 -14.8894 0.006
H 16.4121 31.2574 -12.9480 0.002
H 14.9094 25.8380 -13.0089 0.004
H 17.4031 20.7069 -10.7866 0.001
H 27.3886 22.9753 -8.8164 0.000
H 16.1034 30.2183 -15.1292 0.015
H 20.0064 22.2124 -17.6542 0.001
H 11.8374 23.3685 -13.9339 0.002
H 22.3088 26.6664 -7.9466 0.000
H 15.9606 20.0441 -12.7820 0.000
H 15.0748 24.6021 -9.5917 0.005
H 25.0993 22.5863 -15.0687 0.000
H 21.6360 24.3841 -8.9336 0.000
H 22.9566 18.6331 -18.4625 0.000
H 20.0810 18.1642 -17.9372 0.000
H 13.5154 21.5790 -14.4712 0.002
H 22.6496 25.5400 -14.3460 0.004
H 15.7078 20.0658 -18.9273 0.004
H 21.2091 20.9254 -8.5584 0.000
H 24.1052 28.7973 -11.6724 0.006
H 13.5235 21.2584 -11.5371 0.002
H 20.0722 26.4513 -14.8368 0.002
H 12.3848 20.5851 -12.2951 0.000
H 22.2230 26.4896 -12.2563 0.002
H 25.0097 28.2041 -10.3054 0.001
H 23.4105 22.7751 -17.5162 0.000
H 20.6487 21.7051 -20.8383 0.003
H 16.8606 26.8234 -16.6370 0.058
H 19.9165 23.1768 -11.0689 0.000
H 20.7346 24.7388 -6.0507 0.000
H 20.7706 27.4949 -16.1624 0.029
H 25.5130 21.7004 -10.0880 0.000
H 19.7060 21.8055 -15.9481 0.000
H 19.1786 19.2573 -20.5367 0.001
H 25.6357 23.2527 -19.3291 0.001
H 29.2875 23.8623 -10.1142 0.000
H 14.5782 26.2650 -8.5690 0.004
H 21.9126 19.1821 -13.9838 0.000
H 17.0518 19.3490 -19.8264 0.001
H 23.5717 20.8894 -12.2351 0.000
H 21.4942 20.4621 -16.2906 0.000
H 18.7484 17.7436 -19.7870 0.001
H 25.5110 25.9511 -11.3511 0.000
H 28.3789 27.6806 -14.4833 0.002
H 25.0719 19.9182 -12.5023 0.000
H 23.1674 20.4921 -16.4306 0.000
H 18.0417 19.9753 -14.1275 0.000
H 11.2157 21.7872 -13.9222 0.001
H 24.1459 24.3254 -19.2669 0.006
H 26.6873 26.0190 -14.0064 0.001
H 22.0230 21.8135 -21.9128 0.001
H 22.1731 20.9247 -14.1768 0.000
H 20.6856 26.7686 -7.3894 0.002
H 23.1305 18.0062 -16.0774 0.000
H 23.5961 19.1240 -12.1160 0.000
H 18.7310 28.0961 -16.9435 0.027
H 24.1555 22.6077 -21.1097 0.001
H 11.6348 22.7270 -12.3997 0.002
H 28.5292 21.2270 -10.7713 0.000
H 15.2612 22.6316 -13.0734 0.001
H 16.7712 18.8538 -18.1786 0.001
H 13.6338 29.1675 -13.9824 0.008
H 25.1147 24.2808 -14.6644 0.000
H 15.3796 28.0661 -13.1660 0.003
H 19.9453 23.5584 -16.4775 0.002
H 18.1076 18.3652 -11.6334 0.000
H 21.7157 22.3056 -9.6147 0.000
H 21.5056 24.6441 -15.1387 0.001
H 16.2412 21.4511 -16.9537 0.004
H 17.9076 23.1130 -17.9058 0.014
H 17.8347 25.6914 -9.8588 0.001
H 21.4050 26.3713 -10.7676 0.001
H 20.9618 24.1393 -12.0264 0.001
H 19.9501 21.9485 -9.2250 0.000
H 17.4562 23.9923 -9.4442 0.001
H 22.0189 26.9930 -6.2772 0.000
H 20.8562 19.7158 -18.4283 0.000
H 20.6303 22.5934 -12.6737 0.000
H 31.4302 25.5000 -13.9085 0.000
H 26.0050 24.0612 -16.9832 0.002
H 26.2417 22.3848 -11.5659 0.000
H 17.8458 22.9155 -14.1975 0.000
H 23.3180 24.3076 -11.0534 0.000
H 22.3599 17.0535 -18.0107 0.000
H 16.1803 24.8941 -13.6846 0.002
H 20.2107 17.7694 -14.9810 0.000
H 27.9193 24.9402 -10.0902 0.000
H 18.0690 26.9082 -13.3171 0.003
H 19.4913 17.7354 -21.3338 0.000
H 24.1398 21.3732 -19.9499 0.000
H 15.9462 19.0580 -11.2338 0.000
H 18.7994 18.2829 -15.9903 0.000
H 17.5162 27.3769 -11.7068 0.003
H 23.4150 25.0229 -7.0106 0.000
H 24.6902 26.5168 -12.7920 0.002
H 19.0789 27.8714 -12.3926 0.003
H 15.0212 31.8982 -13.8345 0.004
H 22.0396 20.5477 -20.7074 0.000

---

207
Properties=species:S:1:pos:R:3:lowdin_spin:R:1 method="wB97M-V/def2-TZVPD" multiplicity=2 fmax_ev_per_a=5.340 molar_mass_g_mol=1087.67 gap_ev="1.515 / 8.552" energy_ha=-3543.98554 total_charge=-1
O -3.4849 2.1534 -0.2389 0.020
O -0.0913 -2.4503 -7.6194 0.001
O 1.1495 -5.3045 -1.6001 0.002
O 0.9327 -3.7019 3.6552 0.006
O 3.0706 0.3018 -0.0997 0.000
O 4.2995 1.0831 3.4932 0.001
O 0.9205 5.8245 2.7723 0.001
O 0.6449 3.2839 -2.9297 0.001
O -3.0713 4.0856 4.2076 0.015
O 0.0933 0.9070 4.6824 0.009
O -4.7537 -5.6166 -3.4976 0.007
O -0.2777 -1.3217 -1.3744 0.007
O 3.4756 -3.1071 -4.5969 0.000
N 2.6898 -4.4085 -7.9490 0.000
N -0.6518 8.1257 5.2203 0.000
N -3.5415 7.5123 5.4590 0.000
N 0.4077 -8.1995 -3.7499 0.001
N -1.7868 3.4677 6.5727 0.000
N -1.0959 0.1927 -6.5629 0.002
N -0.9837 1.5331 -1.5026 0.001
N -5.6762 -2.2328 -4.3808 0.015
N 0.8952 -4.0530 7.3861 0.001
N 5.2215 0.5789 -3.1604 0.000
N 5.5400 1.8158 1.1281 0.000
N -2.3283 4.1150 -2.0467 0.002
C 3.9531 0.5420 -2.4087 0.000
C 0.9250 6.5959 4.0020 0.001
C 0.2532 -6.9059 -3.1997 0.002
C -5.3118 6.1384 4.8607 0.005
C 5.1775 2.1771 3.5381 0.000
C -4.3693 3.1577 -0.7824 0.021
C -0.6813 -2.1937 -6.3440 0.001
C 1.4446 -3.7901 6.0383 0.002
C -0.2677 -0.2847 4.0189 0.026
C 3.9995 -0.1894 -1.0402 0.000
C 0.3255 -3.9002 4.9644 0.011
C 7.3551 2.9017 2.3628 0.000
C 1.5030 4.6441 2.8219 0.001
C 1.2736 -6.6382 -2.0483 0.002
C -4.8222 -3.3461 -4.2634 0.013
C -3.6350 -3.0009 -3.3560 0.027
C -0.2150 7.6797 3.8939 0.000
C 2.7564 0.2440 -3.3640 0.000
C -3.5126 4.3631 -1.1826 0.003
C -0.3413 -0.7890 -5.8510 0.001
C -4.2745 5.5504 -1.8445 0.007
C 3.1075 -3.0852 -5.9518 0.000
C -1.2045 -6.7457 -2.7060 0.007
C 6.1857 1.8943 2.4199 0.000
C -2.8712 5.5218 4.2746 0.002
C 3.0937 -0.4871 1.1073 0.001
C 3.9931 -5.5102 -6.1530 0.000
C -0.3048 1.8087 0.8146 0.003
C -0.9487 -2.9771 -8.6656 0.004
C -3.8493 6.0973 5.3233 0.000
C -0.6795 -0.7032 -4.3291 0.003
C -0.1066 1.0194 -0.4221 0.001
C 0.0966 8.8970 3.0599 0.001
C -2.7013 3.5968 2.9376 0.008
C -0.6132 2.8860 5.8747 0.001
C 2.1445 -4.9593 -0.6874 0.002
C 0.0023 -3.8536 2.6046 0.040
C 2.4928 -3.5325 -3.6121 0.000
C -1.0137 1.5625 5.2653 0.011
C 2.8301 -4.5029 -6.4457 0.000
C -0.6358 -2.7032 -1.0690 0.017
C -5.6321 -4.5202 -3.7506 0.023
C -4.0582 0.9695 0.2003 0.162
C -5.3955 -6.8705 -3.2654 0.014
C 2.5349 -4.8602 5.8245 0.002
C 3.1240 1.2219 4.2568 0.001
C -0.3739 -0.4952 -0.1446 0.012
C 0.5211 2.7733 6.8645 0.002
H 3.8879 -1.2683 -1.1472 0.000
H -1.7574 -0.8080 -4.2053 0.003
H 5.0600 1.2408 -3.9061 0.000
H 2.2743 -6.7175 -2.4731 0.000
H 2.5620 -5.2940 -8.4177 0.000
H -5.1673 -1.3673 -4.4910 0.013
H -3.7130 6.4846 -1.8397 0.001
H -4.9821 1.1191 0.7590 0.042
H -3.3864 -1.9521 -3.5180 0.006
H 7.8667 2.9794 3.3222 0.000
H 2.3278 -0.0128 1.7210 0.000
H -6.0083 -6.8669 -2.3639 0.003
H -1.4146 -7.0898 -1.6933 0.006
H 3.1276 -5.3119 -0.9992 0.000
H -1.8639 -2.3970 -8.7840 0.001
H -0.1497 -1.4318 -3.7155 0.000
H 2.5854 0.2871 4.4124 0.000
H -1.3157 0.9072 6.0822 0.003
H -0.0880 -4.9004 5.0939 0.002
H 1.8391 -3.8776 -8.0698 0.000
H 0.2197 2.1671 7.7188 0.001
H -5.9779 -2.0665 -3.4313 0.029
H 2.1899 -5.8819 5.9836 0.000
H 3.8959 1.6225 -2.2770 0.000
H -0.1949 3.5429 5.1121 0.000
H -4.4338 0.3576 -0.6198 0.041
H -0.3934 0.2545 -3.8942 0.000
H 1.3228 -8.5688 -3.9647 0.000
H 1.1773 -7.3018 -1.1890 0.001
H 1.3349 2.1686 6.4645 0.000
H 1.9246 -5.3461 0.3076 0.001
H -3.6231 7.9445 4.5498 0.001
H 2.4683 4.5211 3.3129 0.000
H -2.0516 -0.0929 -6.7217 0.004
H -5.9178 6.6124 5.6328 0.000
H -6.3813 -4.7735 -4.5007 0.002
H -1.9297 1.5132 -1.1495 0.002
H 4.7674 1.1659 1.0991 0.000
H -4.6200 -7.6299 -3.1656 0.001
H 0.9674 3.7210 7.1657 0.000
H 4.0132 -0.4819 1.6927 0.000
H -5.5437 6.7370 3.9798 0.002
H 5.6950 2.1909 4.4973 0.000
H -1.8576 3.3396 -1.6026 0.000
H -2.3458 3.7468 5.7792 0.000
H 0.3068 3.0689 -3.7990 0.000
H 0.1979 -0.9506 0.6639 0.001
H -3.4192 0.3228 0.8016 0.062
H 2.4175 -4.6193 -3.5743 0.000
H 6.9585 3.8970 2.1624 0.000
H 1.8406 -0.1302 -2.9064 0.000
H -2.9359 2.5415 2.7984 0.009
H 0.1409 2.7309 -2.3327 0.000
H 3.9017 -5.8707 -5.1284 0.000
H 1.9176 -4.9075 -6.0079 0.000
H -1.6688 4.8698 -2.1705 0.000
H 2.2296 -2.4392 -5.9488 0.000
H -4.4834 5.3499 -2.8954 0.001
H 0.1740 8.4782 5.6829 0.000
H -1.9216 1.5284 4.6632 0.009
H -0.4433 -3.1951 5.2802 0.005
H 4.6833 3.1420 3.4248 0.000
H 1.6463 -4.2460 8.0332 0.000
H 0.5502 1.7867 1.4903 0.000
H -1.9978 -7.0114 -3.4046 0.001
H -1.8585 5.6287 4.6632 0.000
H 2.8815 -4.8048 4.7925 0.000
H -0.6435 9.6722 3.2580 0.000
H -1.6385 3.7328 2.7377 0.001
H -1.3827 -0.5954 0.2560 0.015
H 1.1297 9.1873 3.2507 0.000
H -4.4214 -3.6079 -5.2426 0.002
H 0.9046 6.0146 4.9238 0.000
H 3.0342 -0.5650 -4.0397 0.000
H 8.0746 2.6347 1.5888 0.000
H 3.9659 -6.3623 -6.8321 0.000
H -3.0653 4.7359 -0.2612 0.001
H -2.5556 7.5752 5.6694 0.000
H -0.8115 -3.3391 -1.9366 0.001
H -0.8550 0.1139 -7.5406 0.000
H -3.2644 4.1352 2.1753 0.001
H 5.1351 2.7178 0.9217 0.000
H -4.7915 2.6962 -1.6751 0.012
H 3.4494 -4.7290 6.4028 0.000
H -0.2885 2.8682 0.5590 0.000
H -1.3361 -5.6647 -2.6567 0.001
H -6.1364 -4.2899 -2.8121 0.016
H 3.7874 -2.5801 -6.6379 0.000
H -5.1131 3.5807 -0.1072 0.008
H -1.4582 -2.8632 -0.3717 0.034
H -1.7600 -2.3456 -6.3055 0.001
H -1.2680 8.9256 5.1963 0.000
H -3.5961 -3.2000 -2.2850 0.027
H 1.4691 -3.1649 -3.6820 0.000
H -5.9870 -7.0972 -4.1524 0.001
H 0.4480 -3.5631 1.6533 0.001
H 1.7178 4.4129 1.7785 0.000
H 0.2313 -3.1349 -0.5691 0.001
H 1.8575 7.1592 4.0369 0.000
H 4.9867 -5.0740 -6.2563 0.000
H 0.8147 3.9751 3.3384 0.000
H -0.2513 -4.9135 2.5882 0.008
H -0.8463 -3.2276 2.8803 0.031
H -5.6731 5.1283 4.6676 0.003
H 2.8550 -3.2223 -2.6320 0.000
H 1.8521 -2.7805 5.9844 0.001
H 2.5029 1.9469 3.7308 0.000
H -1.0958 7.1826 3.4874 0.000
H -1.6616 4.3211 7.0982 0.000
H -3.7336 5.5710 6.2707 0.000
H -5.2058 5.7933 -1.3329 0.002
H -0.4284 -2.6628 -9.5704 0.000
H 0.3501 -3.2301 7.5999 0.002
H 6.6850 0.9416 2.5959 0.000
H 0.7468 -0.7244 -5.8532 0.000
H -1.0815 -4.0584 -8.7002 0.001
H -1.1030 1.5865 1.5228 0.003
H 4.9697 -0.0477 -0.5640 0.000
H -0.9555 0.6905 -2.0589 0.001
H 0.1162 8.7173 1.9850 0.000
H 2.2323 -3.8777 -0.5845 0.000
H -2.7256 -3.4874 -3.7085 0.002
H 2.7165 -1.4846 0.8821 0.000
H -0.2227 -8.3860 -4.5167 0.001
H 5.8189 1.0685 -2.5096 0.000
H -0.1479 -2.8666 -5.6726 0.000
H 0.5490 -6.2170 -3.9909 0.000
H -3.0505 5.9932 3.3083 0.001
H 0.9218 1.2360 -0.7111 0.000
H 0.6882 -0.7901 3.8811 0.001
H -0.8666 -0.1132 3.1245 0.013
H 2.5262 0.9854 -4.1291 0.000
H 3.2880 1.5676 5.2774 0.000
H -0.7826 -0.9395 4.7219 0.010